Below is a 2-piece molecular cluster, H6O4Si2 overall in a non-equilibrium geometry, with properties calculated with ωB97M-V/def2-TZVPD.

The geometry in XYZ format:
```
12
Properties=species:S:1:pos:R:3:forces:R:3
O -1.73018 0.44852 2.19588 -0.420 1.524 1.680
O 0.39887 -1.88529 -2.40003 -0.179 2.322 -0.106
H -1.82554 1.03208 3.00815 0.307 -1.068 -1.685
H -0.33703 -1.40936 1.61804 0.066 -1.999 0.455
O 0.94463 0.58776 2.72880 -1.398 -0.075 -0.678
Si -0.25149 -0.02171 1.68903 1.752 1.301 -0.922
O -0.61318 0.65718 -2.27275 3.523 1.173 -0.480
H -1.43397 0.29186 -2.27556 -3.869 -1.436 -0.015
H 1.70881 0.42962 -2.03850 1.874 0.632 -0.655
Si 0.58428 -0.32448 -1.73739 -2.267 -1.343 1.937
H 1.70051 0.08161 3.01533 0.155 -0.309 -0.106
H 0.79187 -2.62411 -1.96832 0.456 -0.721 0.574
```
Forces are in eV/Å.

Values from the calculation:
HOMO-LUMO gap (alpha / beta)   0.25466 / 0.25487 Ha
HOMO energy (alpha / beta)   -7.13 / -7.16 eV
Molar mass   126.22 g mol⁻¹
Net charge   0